No. 1
{"formula": "C20H57N3O11", "method": "ωB97M-V/def2-TZVPD", "homo_ev": -8.907, "homo_lumo_gap_ha": 0.338, "de_lowest_kj_mol": 66.0, "elements": ["C", "O", "C", "C", "C", "N", "H", "H", "H", "H", "H", "H", "H", "H", "H", "H", "H", "C", "O", "C", "C", "C", "N", "H", "H", "H", "H", "H", "H", "H", "H", "H", "H", "H", "C", "O", "C", "C", "C", "N", "H", "H", "H", "H", "H", "H", "H", "H", "H", "H", "H", "O", "C", "C", "O", "H", "H", "H", "H", "H", "H", "O", "C", "C", "O", "H", "H", "H", "H", "H", "H", "O", "C", "C", "O", "H", "H", "H", "H", "H", "H", "O", "C", "C", "O", "H", "H", "H", "H", "H", "H"], "coordinates": [[-2.590, 4.132, 1.746], [-2.352, 3.228, 2.790], [-1.268, 3.585, 3.615], [-1.072, 2.520, 4.694], [-0.572, 1.195, 4.119], [-2.306, 2.272, 5.451], [-3.039, 5.062, 2.120], [-3.324, 3.733, 1.047], [-1.683, 4.373, 1.184], [-0.339, 3.724, 3.049], [-1.512, 4.542, 4.093], [-0.284, 2.820, 5.388], [-0.377, 0.427, 4.867], [0.378, 1.363, 3.601], [-1.262, 0.764, 3.388], [-2.620, 3.147, 5.854], [-2.988, 1.918, 4.790], [4.936, 0.906, -4.204], [4.659, -0.453, -4.014], [4.215, -0.739, -2.690], [3.975, -2.247, -2.570], [2.758, -2.657, -3.388], [3.815, -2.645, -1.163], [5.352, 0.976, -5.209], [5.661, 1.323, -3.490], [4.068, 1.575, -4.119], [4.887, -0.319, -1.932], [3.255, -0.207, -2.579], [4.896, -2.671, -2.982], [1.879, -2.061, -3.138], [2.576, -3.710, -3.173], [2.941, -2.513, -4.452], [4.628, -2.299, -0.662], [3.014, -2.138, -0.778], [2.150, -3.466, 2.823], [1.050, -2.578, 2.630], [-0.159, -2.830, 3.311], [-0.703, -4.258, 3.139], [-1.167, -4.493, 1.701], [-1.772, -4.515, 4.105], [2.395, -3.443, 3.889], [2.976, -3.043, 2.260], [1.905, -4.470, 2.484], [0.072, -2.661, 4.376], [-0.903, -2.078, 3.051], [0.137, -4.939, 3.319], [-0.327, -4.432, 1.008], [-1.958, -3.801, 1.419], [-1.563, -5.509, 1.646], [-1.787, -5.498, 4.338], [-1.578, -3.984, 4.947], [0.591, 5.871, -2.106], [0.202, 4.610, -2.584], [0.791, 3.509, -1.691], [0.111, 3.488, -0.420], [0.059, 6.161, -1.363], [-0.879, 4.504, -2.673], [0.649, 4.415, -3.561], [1.850, 3.675, -1.485], [0.707, 2.515, -2.136], [0.687, 3.906, 0.223], [-3.469, -1.536, 1.177], [-4.408, -1.855, 0.180], [-4.787, -0.556, -0.561], [-3.749, -0.158, -1.458], [-3.555, -2.137, 1.921], [-4.064, -2.497, -0.640], [-5.327, -2.289, 0.589], [-4.975, 0.261, 0.144], [-5.679, -0.710, -1.172], [-3.026, 0.136, -0.879], [-1.059, 0.893, -0.440], [-0.211, 0.176, 0.443], [0.901, -0.495, -0.348], [1.810, -1.181, 0.496], [-0.866, 1.836, -0.349], [0.208, 0.888, 1.157], [-0.826, -0.536, 1.000], [1.451, 0.289, -0.882], [0.569, -1.168, -1.148], [1.286, -1.672, 1.183], [1.008, 1.098, -5.312], [0.446, 0.321, -4.266], [-0.937, 0.825, -3.958], [-1.748, 0.802, -5.125], [0.576, 0.818, -6.126], [0.379, -0.742, -4.541], [1.114, 0.322, -3.402], [-0.839, 1.868, -3.623], [-1.427, 0.362, -3.095], [-2.636, 1.059, -4.867]], "mulliken_charge": [-0.7323, -0.2482, -0.5895, 0.2248, -1.1748, -0.7465, 0.3613, 0.2378, 0.1740, 0.2682, 0.4192, 0.3829, 0.4274, 0.3565, 0.0685, 0.2723, 0.3120, -0.7008, -0.3672, 0.2144, 0.1504, -1.0443, -0.6586, 0.2580, 0.3308, 0.2111, 0.4790, -0.3349, 0.3445, -0.0682, 0.3873, 0.3908, 0.3064, 0.2575, -0.9138, -0.5351, -0.5598, 0.2809, -0.8982, -0.6805, 0.3334, 0.2776, 0.3091, 0.4476, 0.1481, 0.3820, 0.2470, -0.0421, 0.4287, 0.2749, 0.2364, -0.5661, -0.6891, 0.4492, -0.3191, 0.3188, 0.3139, 0.3407, 0.3984, -0.4023, 0.2102, -0.3988, -0.3424, -0.5891, -0.4663, 0.2169, 0.2248, 0.4087, 0.2816, 0.3319, 0.1896, 0.0288, 0.3102, 0.4884, -0.6440, -0.1496, 0.0119, -0.2190, -0.1673, 0.0535, 0.5111, -0.5629, -0.0392, 0.4399, -0.6171, 0.3650, 0.3154, -0.2834, -0.1070, 0.1025, 0.3453]}

No. 2
{"formula": "C20H58BIN2NbO15S", "method": "ωB97M-V/def2-TZVPD", "homo_ev": -4.649, "homo_lumo_gap_ha": 0.232, "total_charge": -1, "elements": ["C", "C", "O", "Nb", "C", "C", "C", "I", "C", "C", "C", "S", "O", "O", "O", "C", "O", "N", "O", "B", "C", "O", "N", "C", "C", "C", "O", "H", "H", "H", "H", "H", "H", "H", "H", "H", "H", "H", "H", "H", "H", "H", "H", "H", "H", "H", "H", "H", "H", "H", "H", "H", "H", "H", "H", "H", "H", "C", "O", "H", "H", "H", "H", "C", "O", "H", "H", "H", "H", "C", "O", "H", "H", "H", "H", "C", "O", "H", "H", "H", "H", "C", "O", "H", "H", "H", "H", "C", "O", "H", "H", "H", "H", "C", "O", "H", "H", "H", "H"], "coordinates": [[-1.796, 3.520, 1.804], [-1.095, 2.049, 1.904], [-1.185, 1.497, 0.595], [0.408, 0.155, 0.133], [0.385, 0.988, -2.017], [-0.755, 2.059, -2.272], [-2.211, 1.436, -2.398], [-3.617, 3.144, -2.372], [1.835, -1.471, -0.572], [2.176, -2.651, 0.446], [3.342, -2.333, 1.475], [3.844, -3.803, 2.511], [5.190, -4.357, 2.085], [4.050, -3.285, 3.917], [2.661, -4.975, 2.601], [-1.277, -1.348, -0.420], [-1.360, -1.567, -1.888], [-1.778, -2.826, -2.157], [-1.913, -2.888, -3.348], [0.271, -0.693, 2.292], [1.170, -0.034, 3.508], [-0.602, -1.756, 2.660], [1.915, 1.559, 0.651], [1.695, 2.952, 0.198], [3.270, 1.195, 0.394], [4.053, 1.332, -0.991], [3.978, 0.793, 1.358], [-2.486, 3.733, 2.677], [-0.980, 4.319, 1.830], [-2.391, 3.553, 0.845], [-1.736, 1.498, 2.683], [-0.046, 2.269, 2.269], [1.389, 1.518, -2.177], [0.377, 0.150, -2.794], [-0.793, 2.910, -1.534], [-0.526, 2.543, -3.288], [-2.388, 0.952, -3.410], [-2.522, 0.784, -1.535], [1.293, -2.002, -1.442], [2.815, -1.132, -1.032], [1.257, -3.143, 0.922], [2.602, -3.497, -0.214], [3.134, -1.501, 2.207], [4.268, -2.052, 0.872], [2.795, -5.547, 1.815], [-2.258, -0.978, 0.014], [-1.009, -2.386, -0.006], [0.395, 0.396, 4.228], [1.904, 0.740, 3.140], [1.710, -0.930, 3.976], [-0.498, -2.547, 2.099], [2.167, 3.219, -0.804], [2.211, 3.638, 0.964], [0.623, 3.295, 0.150], [4.991, 0.689, -0.985], [4.393, 2.397, -1.203], [3.426, 0.949, -1.867], [-5.136, -4.030, -1.642], [-5.783, -3.816, -0.394], [-4.068, -3.862, -1.517], [-5.304, -5.059, -1.973], [-5.527, -3.330, -2.385], [-6.724, -3.970, -0.530], [-1.051, -3.857, 5.465], [-0.951, -5.161, 4.906], [-2.074, -3.697, 5.805], [-0.369, -3.769, 6.316], [-0.800, -3.112, 4.707], [-0.039, -5.277, 4.614], [-3.356, -1.057, -6.313], [-3.821, -1.882, -5.255], [-4.123, -0.318, -6.545], [-2.441, -0.543, -6.006], [-3.161, -1.666, -7.200], [-3.125, -2.527, -5.068], [8.587, -4.664, 2.959], [7.869, -3.756, 2.144], [9.641, -4.624, 2.685], [8.477, -4.386, 4.011], [8.211, -5.680, 2.802], [6.936, -3.811, 2.408], [-1.146, 6.768, 4.227], [-0.409, 6.610, 3.023], [-1.804, 5.908, 4.349], [-0.460, 6.822, 5.077], [-1.748, 7.679, 4.176], [0.165, 7.379, 2.936], [-5.744, 1.049, -4.481], [-6.491, 0.097, -5.230], [-6.244, 2.015, -4.541], [-5.689, 0.736, -3.436], [-4.737, 1.137, -4.897], [-6.027, -0.746, -5.160], [-0.030, 6.125, -3.229], [0.722, 5.280, -2.369], [-1.089, 5.998, -3.007], [0.253, 7.168, -3.060], [0.157, 5.850, -4.271], [1.653, 5.409, -2.583]], "mulliken_charge": [-0.8255, -0.0470, -0.3266, -1.1189, -0.5739, -0.3001, -0.7715, -0.1895, -0.6525, -0.7128, -0.2441, 1.2330, -0.7733, -0.7265, -0.4362, -0.8365, -0.0779, 0.0409, -0.4066, 1.5540, -0.9990, -0.8474, 0.5772, -0.9553, 0.4460, -1.1264, -0.6441, 0.3173, 0.1374, 0.0700, 0.2540, 0.0435, 0.1902, 0.4790, 0.0138, 0.4735, 0.4755, 0.1700, 0.5115, 0.5144, 0.0487, 0.6045, -0.0939, 0.5047, 0.3510, 0.3990, 0.5976, 0.2851, 0.1996, 0.3095, 0.2483, 0.3051, 0.4102, -0.1281, 0.3265, 0.2887, 0.2371, -0.2441, -0.5228, 0.0136, 0.2954, 0.1848, 0.2908, -0.0921, -0.5251, 0.2386, 0.2616, -0.1315, 0.2956, -0.6107, -0.3997, 0.2275, 0.2367, 0.3129, 0.2759, -0.5600, -0.4922, 0.2149, 0.2389, 0.2356, 0.4099, -0.5242, -0.4456, 0.1887, 0.2668, 0.2638, 0.2758, -0.5128, -0.5609, 0.2837, 0.2640, 0.2017, 0.3210, -0.6216, -0.3569, 0.1820, 0.2966, 0.2692, 0.2513]}

No. 3
{"formula": "C20H58FeO18", "method": "ωB97M-V/def2-TZVPD", "homo_ev": [-8.584, -8.559], "homo_lumo_gap_ha": [0.234, 0.219], "spin_multiplicity": 5, "s2": 6.01, "elements": ["Fe", "C", "C", "C", "O", "C", "C", "C", "O", "O", "O", "H", "H", "C", "C", "O", "H", "H", "H", "H", "H", "H", "C", "C", "O", "H", "H", "H", "H", "H", "H", "C", "C", "O", "H", "H", "H", "H", "H", "H", "C", "C", "O", "H", "H", "H", "H", "H", "H", "C", "C", "O", "H", "H", "H", "H", "H", "H", "C", "C", "O", "H", "H", "H", "H", "H", "H", "C", "C", "O", "H", "H", "H", "H", "H", "H", "O", "H", "H", "O", "H", "H", "O", "H", "H", "O", "H", "H", "O", "H", "H", "O", "H", "H", "O", "H", "H"], "coordinates": [[-10.606, -4.745, -24.210], [-6.743, -5.187, -25.883], [-5.703, -5.911, -25.416], [-5.872, -6.656, -24.087], [-4.879, -7.222, -23.503], [-7.002, -6.589, -23.358], [-8.095, -5.881, -23.798], [-8.052, -5.177, -25.261], [-9.085, -4.652, -25.704], [-9.163, -5.744, -23.159], [-4.611, -5.928, -26.183], [-6.755, -4.728, -26.861], [-7.027, -7.013, -22.365], [0.866, -7.706, -24.835], [-0.446, -7.397, -24.016], [-1.529, -6.765, -24.633], [1.370, -6.759, -25.028], [0.776, -8.147, -25.827], [1.473, -8.391, -24.243], [-0.139, -6.728, -23.213], [-0.810, -8.284, -23.497], [-2.317, -6.871, -24.094], [-9.928, -0.024, -24.914], [-8.783, -0.746, -25.456], [-8.013, -1.305, -24.342], [-10.585, 0.514, -25.596], [-9.581, 0.735, -24.212], [-10.459, -0.881, -24.500], [-8.244, -0.115, -26.163], [-9.158, -1.680, -25.873], [-7.101, -1.414, -24.622], [-4.854, -2.955, -29.400], [-3.379, -2.680, -29.109], [-2.992, -2.987, -27.740], [-5.478, -2.517, -28.620], [-4.889, -4.043, -29.360], [-5.126, -2.636, -30.406], [-3.082, -1.632, -29.148], [-2.877, -3.385, -29.771], [-3.581, -3.726, -27.573], [-10.001, -5.371, -19.746], [-9.540, -5.178, -18.294], [-8.624, -6.172, -17.875], [-10.886, -5.996, -19.865], [-9.159, -5.818, -20.275], [-10.158, -4.417, -20.249], [-10.333, -5.484, -17.611], [-9.129, -4.203, -18.031], [-8.008, -5.835, -17.221], [-2.613, -9.639, -26.614], [-3.977, -9.165, -27.106], [-4.923, -9.033, -26.097], [-1.870, -9.491, -27.397], [-2.572, -10.663, -26.242], [-2.274, -9.102, -25.729], [-4.534, -9.907, -27.678], [-4.029, -8.205, -27.620], [-4.733, -8.290, -25.519], [-1.975, -8.662, -19.721], [-2.831, -8.070, -20.872], [-3.373, -9.179, -21.679], [-2.597, -8.913, -18.862], [-1.196, -7.952, -19.441], [-1.514, -9.578, -20.090], [-2.222, -7.524, -21.593], [-3.653, -7.499, -20.441], [-4.175, -8.892, -22.122], [-7.202, -7.299, -29.761], [-7.216, -6.966, -31.299], [-6.083, -6.082, -31.640], [-6.310, -7.850, -29.463], [-8.047, -7.971, -29.616], [-7.081, -6.401, -29.155], [-8.082, -6.358, -31.558], [-7.163, -7.821, -31.973], [-6.399, -5.404, -32.241], [-1.643, -6.130, -27.358], [-1.342, -6.078, -26.451], [-2.558, -6.405, -27.291], [-9.986, -2.900, -23.349], [-9.329, -2.307, -23.715], [-10.163, -2.552, -22.476], [-8.350, -3.303, -28.287], [-8.518, -3.443, -27.355], [-7.420, -3.503, -28.396], [-5.196, -5.575, -20.110], [-5.608, -5.662, -20.970], [-5.879, -5.200, -19.554], [-9.590, -7.466, -26.959], [-9.015, -7.940, -26.358], [-9.178, -6.607, -27.057], [-11.288, -6.776, -24.928], [-11.243, -7.464, -24.264], [-11.280, -7.246, -25.761], [-6.234, -9.993, -22.330], [-5.929, -9.296, -21.750], [-6.370, -9.561, -23.173]], "mulliken_charge": [0.7776, 0.0040, 0.6972, -0.6307, -0.2163, -0.9066, 0.4511, 1.6387, -1.1162, -0.8332, -0.3250, -0.4720, 0.9412, -1.3430, -0.1996, -0.3866, 0.3277, 0.3004, 0.3821, 0.3972, 0.3136, 0.1174, -0.8395, -0.2588, -0.6653, 0.3387, 0.2727, 0.1395, 0.4911, 0.1481, 0.2889, -0.7083, -0.3571, -0.4885, 0.1598, 0.1791, 0.3728, 0.3465, 0.2511, 0.2812, -0.4888, -0.3991, -0.5409, 0.3323, 0.0962, 0.1011, 0.2352, 0.3589, 0.2990, -0.7315, -0.0111, -0.4912, 0.3282, 0.3545, -0.0400, 0.3270, 0.0008, 0.1443, -1.3396, 0.7413, -0.5968, 0.3435, 0.3598, 0.3076, -0.0853, 0.0065, 0.1447, -0.3721, -0.4230, -0.5132, 0.1563, 0.3527, -0.0573, 0.3334, 0.2679, 0.2872, -0.6664, 0.4248, 0.2201, -0.4162, 0.4930, 0.2665, -0.6984, 0.3052, 0.2883, -0.6309, 0.3457, 0.2871, -0.6884, 0.3472, 0.3076, -0.4872, 0.3169, 0.3151, -0.6367, 0.3059, 0.3415]}

> Which formula does entry 3 have?

C20H58FeO18